Record 1
{"formula": "H28O14", "method": "wB97M-V/def2-TZVPD", "elements": ["O", "H", "H", "O", "H", "H", "O", "H", "H", "O", "H", "H", "O", "H", "H", "O", "H", "H", "O", "H", "H", "O", "H", "H", "O", "H", "H", "O", "H", "H", "O", "H", "H", "O", "H", "H", "O", "H", "H", "O", "H", "H"], "coordinates": [[2.08014, -2.60696, 0.81754], [1.89654, -3.25344, 1.49915], [1.22065, -2.38527, 0.45927], [2.98220, -1.01043, -2.17928], [3.91910, -1.19586, -2.24292], [2.80063, -1.01150, -1.23946], [-0.26749, -1.15339, -2.83934], [0.09974, -1.03426, -1.96345], [-0.47901, -2.08575, -2.88611], [2.65882, 1.64984, 0.53214], [2.82815, 1.98872, -0.34690], [3.34248, 2.04108, 1.07599], [-2.37957, 1.04898, 1.67385], [-2.07329, 0.37208, 2.27737], [-1.99272, 1.85922, 2.00564], [0.58668, 1.44012, -3.38959], [0.65838, 1.87716, -2.54101], [0.33330, 0.54203, -3.17635], [1.18486, -0.01207, 2.31128], [1.53484, 0.48725, 1.57343], [1.35334, 0.53910, 3.07552], [-0.79902, 2.22748, -0.84117], [-1.11627, 2.96337, -1.36467], [-0.58119, 2.61295, 0.00748], [0.13412, -0.15153, -0.30692], [0.15802, -0.36793, 0.62519], [0.11028, 0.80508, -0.33067], [0.50661, 3.15253, 1.60367], [0.67203, 4.04346, 1.91207], [1.33171, 2.88060, 1.20180], [-2.45225, -1.31934, -0.08685], [-2.41931, -0.55427, 0.48744], [-3.37032, -1.58990, -0.07375], [-0.43006, -3.05163, -0.24943], [-0.99676, -2.29613, -0.40532], [-0.95137, -3.63235, 0.30486], [-2.81725, 0.08236, -2.69093], [-1.93863, -0.21315, -2.45230], [-3.14808, 0.51273, -1.90254], [-1.61164, -1.08190, 3.29555], [-1.91191, -1.97208, 3.47897], [-0.65666, -1.14697, 3.29075]], "spin_multiplicity": 2, "fmax_ev_per_a": 1.81, "total_charge": 1, "de_lowest_ev": 0.277, "gap_ha": [0.3732, 0.1127], "molar_mass_g_mol": 252.210, "e_homo_ev": [-13.160, -13.158]}



Record 2
{"formula": "C4H9N2O", "method": "wB97M-V/def2-TZVPD", "elements": ["C", "C", "C", "C", "N", "N", "O", "H", "H", "H", "H", "H", "H", "H", "H", "H"], "coordinates": [[0.90140, 0.05362, 0.22970], [-1.47019, 1.32973, -0.12379], [-1.54298, 0.04103, -0.85518], [1.18916, -1.37841, -0.02359], [-0.20038, 0.59605, -0.18847], [1.92570, 0.77016, 0.64225], [-2.18654, -0.97376, -0.31321], [-1.40947, 2.27604, -0.66563], [-1.86260, 1.30996, 0.89061], [-1.52118, 0.04934, -1.89147], [1.47863, -1.88161, 0.98734], [0.09960, -1.78611, -0.27185], [1.89464, -1.63004, -0.73061], [2.75611, 0.41798, 1.07858], [1.86629, 1.77425, 0.66062], [-1.91819, -0.96822, 0.57471]], "spin_multiplicity": 3, "fmax_ev_per_a": 7.50, "total_charge": 1, "de_lowest_ev": 2.585, "gap_ha": [0.2590, 0.2656], "molar_mass_g_mol": 101.129, "e_homo_ev": [-10.043, -15.389]}



Record 3
{"formula": "CH5N3", "method": "wB97M-V/def2-TZVPD", "elements": ["N", "C", "N", "N", "H", "H", "H", "H", "H"], "coordinates": [[-0.45013, 0.57970, 1.30908], [0.03465, -0.12086, -0.01504], [0.10832, -1.42990, 0.19736], [0.15864, 0.51591, -1.27582], [-0.25705, -0.25184, 1.87627], [0.32123, 1.22777, 1.50372], [-0.90066, -1.18636, -0.24459], [1.13566, 0.78179, -1.35409], [-0.15064, -0.11621, -1.99689]], "fmax_ev_per_a": 4.23, "total_charge": 0, "de_lowest_ev": 4.139, "gap_ha": 0.3241, "molar_mass_g_mol": 59.072, "e_homo_ev": -8.319}



Record 4
{"formula": "C11H4AsBr2CoF6N2O5S6", "method": "wB97M-V/def2-TZVPD", "elements": ["Co", "F", "C", "F", "F", "S", "O", "O", "N", "S", "O", "O", "C", "F", "F", "F", "S", "As", "S", "S", "S", "Br", "C", "C", "C", "Br", "C", "C", "C", "C", "N", "C", "C", "O", "H", "H", "H", "H"], "coordinates": [[0.22983, 0.71250, -0.26913], [-1.81794, 1.59355, 4.83761], [-1.19290, 2.03681, 3.73394], [-0.60040, 3.19778, 4.03782], [-2.10832, 2.26115, 2.79669], [0.07423, 0.81801, 3.16558], [0.50165, 1.37228, 1.90468], [1.00538, 0.77812, 4.24895], [-0.69399, -0.54270, 3.09607], [-1.54263, -1.13437, 1.93059], [-1.26149, -2.51876, 1.71747], [-1.73221, -0.26721, 0.78922], [-3.22169, -1.18870, 2.69742], [-3.22094, -1.93939, 3.80529], [-3.67322, 0.02523, 3.01984], [-4.08780, -1.73520, 1.83190], [3.15786, 4.72936, -2.65284], [1.76191, 3.20539, -2.27655], [2.40116, 1.52551, -1.09710], [-1.21618, 2.47369, -0.90117], [0.00576, 4.11523, -1.24922], [2.48907, -3.47498, 1.76747], [1.71461, -3.23492, 0.05723], [1.77442, -4.28002, -0.86408], [1.22602, -4.16043, -2.11478], [1.35067, -5.62824, -3.32544], [0.57844, -2.96588, -2.50125], [-0.00913, -2.70999, -3.75983], [-0.60681, -1.50477, -4.00701], [-0.63268, -0.52904, -2.99628], [-0.09444, -0.74783, -1.82272], [0.51815, -1.92225, -1.55225], [1.10179, -2.00762, -0.22364], [1.00763, -1.02580, 0.57402], [2.26573, -5.19942, -0.57570], [0.02674, -3.47872, -4.52091], [-1.05298, -1.28785, -4.96824], [-1.09227, 0.44306, -3.13744]], "spin_multiplicity": 5, "fmax_ev_per_a": 0.43, "total_charge": -2, "de_lowest_ev": 0.000, "gap_ha": [0.2017, 0.2179], "molar_mass_g_mol": 844.215, "e_homo_ev": [-1.747, -2.191]}



Copy entry 1 word for word.
{"formula": "H28O14", "method": "wB97M-V/def2-TZVPD", "elements": ["O", "H", "H", "O", "H", "H", "O", "H", "H", "O", "H", "H", "O", "H", "H", "O", "H", "H", "O", "H", "H", "O", "H", "H", "O", "H", "H", "O", "H", "H", "O", "H", "H", "O", "H", "H", "O", "H", "H", "O", "H", "H"], "coordinates": [[2.08014, -2.60696, 0.81754], [1.89654, -3.25344, 1.49915], [1.22065, -2.38527, 0.45927], [2.98220, -1.01043, -2.17928], [3.91910, -1.19586, -2.24292], [2.80063, -1.01150, -1.23946], [-0.26749, -1.15339, -2.83934], [0.09974, -1.03426, -1.96345], [-0.47901, -2.08575, -2.88611], [2.65882, 1.64984, 0.53214], [2.82815, 1.98872, -0.34690], [3.34248, 2.04108, 1.07599], [-2.37957, 1.04898, 1.67385], [-2.07329, 0.37208, 2.27737], [-1.99272, 1.85922, 2.00564], [0.58668, 1.44012, -3.38959], [0.65838, 1.87716, -2.54101], [0.33330, 0.54203, -3.17635], [1.18486, -0.01207, 2.31128], [1.53484, 0.48725, 1.57343], [1.35334, 0.53910, 3.07552], [-0.79902, 2.22748, -0.84117], [-1.11627, 2.96337, -1.36467], [-0.58119, 2.61295, 0.00748], [0.13412, -0.15153, -0.30692], [0.15802, -0.36793, 0.62519], [0.11028, 0.80508, -0.33067], [0.50661, 3.15253, 1.60367], [0.67203, 4.04346, 1.91207], [1.33171, 2.88060, 1.20180], [-2.45225, -1.31934, -0.08685], [-2.41931, -0.55427, 0.48744], [-3.37032, -1.58990, -0.07375], [-0.43006, -3.05163, -0.24943], [-0.99676, -2.29613, -0.40532], [-0.95137, -3.63235, 0.30486], [-2.81725, 0.08236, -2.69093], [-1.93863, -0.21315, -2.45230], [-3.14808, 0.51273, -1.90254], [-1.61164, -1.08190, 3.29555], [-1.91191, -1.97208, 3.47897], [-0.65666, -1.14697, 3.29075]], "spin_multiplicity": 2, "fmax_ev_per_a": 1.81, "total_charge": 1, "de_lowest_ev": 0.277, "gap_ha": [0.3732, 0.1127], "molar_mass_g_mol": 252.210, "e_homo_ev": [-13.160, -13.158]}